Here is a structure of composition C29H22BN4O3Ru at a distorted geometry from the Open Molecules 2025 dataset. Energies are from ωB97M-V/def2-TZVPD.

ORCA input file:
```
! wB97M-V def2-TZVPD RIJCOSX def2/J DEFGRID3
* xyz 0 6
Ru 0.3253 0.7973 -0.1810
O 1.0645 -2.6394 -1.1623
O 4.0202 -0.7337 -1.3947
O 1.2261 -2.5787 1.1328
N -1.7294 0.2300 0.0371
N 0.7787 0.8187 1.9287
N 0.8759 0.8441 -2.1549
N 2.0792 -0.6079 -0.1036
C -0.5332 -5.8089 0.8831
C 1.4805 0.5544 4.5675
C 1.9389 0.2303 2.2482
C -0.0373 1.2736 2.8828
C 0.2789 1.1548 4.2218
C 2.3197 0.0841 3.5711
C -2.4606 3.9132 -0.0456
C -3.9193 1.2519 0.2371
C -0.4213 2.6320 -0.2083
C -1.8323 2.6490 -0.0444
C -3.6727 -1.1515 0.2830
C 2.7256 0.5047 -3.6763
C 0.0819 -4.7468 1.5447
C 0.2981 3.8006 -0.3820
C -4.5018 0.0196 0.3373
C -0.6290 -5.8439 -0.5051
C 0.7047 1.5905 -4.4083
C 0.1999 1.4552 -3.1444
C 0.5842 -3.7448 0.7515
C 2.0140 1.1091 -4.6655
C -2.5288 1.3986 0.0866
C -2.3366 -0.9861 0.1336
C 2.8304 -0.2060 1.1117
C -0.3467 5.0355 -0.3605
C 2.1444 0.3430 -2.3878
C -0.1149 -4.8194 -1.2983
C 2.8553 -0.3311 -1.3623
C 0.4885 -3.7793 -0.6347
C -1.7282 5.0754 -0.1909
B 1.4929 -1.9406 -0.0623
H 3.2559 -0.4004 3.8123
H -4.0919 -2.1448 0.3514
H 1.3710 3.7493 -0.5379
H -5.5733 -0.0704 0.4501
H -0.1860 -4.8324 -2.3767
H -0.9560 1.7317 2.5364
H -2.2416 6.0289 -0.1830
H -1.6682 -1.8412 0.0805
H -1.1159 -6.6848 -0.9796
H -0.7769 1.8347 -2.8714
H -4.5426 2.1357 0.2714
H 0.2208 5.9486 -0.4833
H 3.7264 0.1267 -3.8275
H -0.4056 1.5284 4.9693
H -3.5352 3.9838 0.0637
H 2.4487 1.2277 -5.6496
H 0.1162 2.0748 -5.1728
H 1.7587 0.4468 5.6075
H 3.4673 0.6358 0.8259
H -0.9476 -6.6228 1.4622
H 3.5025 -0.9963 1.4437
H 0.1578 -4.7075 2.6223
*
```

Output
* lowest unoccupied orbital energy (spin up / spin down): 0.0 / -1.1 eV
* HOMO (spin up / spin down): -4.54 / -7.65 eV
* HOMO-LUMO gap (spin up / spin down): 4.525 / 6.527 eV
* energy relative to the best compared isomer or geometry (same formula, charge and spin): 16.3 kcal per mole
* total energy: -1682.80623 Ha